Entry 1:
ORCA calculation (wB97M-V/def2-TZVPD) on a cluster of 2 separate species, C4H9FN in total in a non-equilibrium geometry.

Geometry as XYZ:
```
15
Properties=species:S:1:pos:R:3:forces:R:3:nbo_charge:R:1
C 1.58837 -1.43391 0.65449 1.3071 0.0353 0.9015 -0.418
C 1.44236 -1.33010 1.95964 0.4413 -0.3211 1.0334 -0.349
C -1.73861 1.80745 -0.22808 -0.5529 -1.5027 2.1360 -0.715
C -1.28437 0.79270 -1.18162 1.8350 0.7750 0.4868 0.306
N -0.04228 0.39173 -1.19415 -2.1940 1.1864 -0.8431 -0.040
F 0.42294 -0.41334 -2.17306 -0.3873 0.3978 0.6753 -0.111
H 2.55508 -1.67516 0.26787 0.6551 0.2891 -0.2197 0.210
H 0.52699 -1.35614 2.55289 0.0020 0.5643 -0.5013 0.207
H 0.66984 0.88368 -0.67062 0.7148 -0.3840 0.2613 0.443
H 2.36442 -1.33713 2.55089 -0.4249 -0.3243 -0.0289 0.212
H 0.88215 -1.28471 -0.07994 -1.8638 -0.5069 -1.0087 0.145
H -0.79921 1.93119 0.30785 -0.6462 0.4789 1.5251 0.234
H -2.74455 1.49391 0.36805 2.7503 0.2347 -1.0843 0.320
H -1.93194 0.41755 -1.87391 -1.4855 -1.5227 -1.9788 0.243
H -1.99901 2.79463 -0.53265 -0.1509 0.6002 -1.3547 0.312
```
Positions in Å, forces in eV/Å.

Output
E_HOMO, eV: -13.6102
Net charge: +1
Orbital gap, eV: 7.72

***

Entry 2:
ORCA calculation (wB97M-V/def2-TZVPD) on an isolated molecule of C4H9FN2 in a non-equilibrium geometry.

Geometry as XYZ:
```
16
Properties=species:S:1:pos:R:3:forces:R:3:nbo_charge:R:1
C 2.80658 -0.34238 -0.21917 0.2342 2.4712 -1.5993 -0.453
N 1.45739 -0.78848 -0.32426 -0.8047 -1.7453 -0.8045 -0.117
N 0.61940 -0.05212 0.14459 0.3953 1.9865 1.5560 -0.194
C -0.77022 -0.44046 0.13885 -0.5289 -1.5594 -0.0595 0.440
C -1.60494 0.66398 -0.46984 0.3195 0.4657 -0.2691 -0.642
C -1.18450 -0.92118 1.53455 -1.5575 1.3109 -0.7434 -0.638
F -0.87446 -1.58318 -0.65910 -0.6304 0.0374 -0.4724 -0.370
H 3.49567 -1.12096 -0.20652 0.8373 -1.7860 -0.2101 0.206
H 2.98429 0.21906 0.67062 -0.0708 0.8581 0.6038 0.198
H 3.06277 0.28563 -1.15052 -0.4503 -0.7793 1.3822 0.216
H -2.65369 0.40840 -0.46620 -0.2172 -0.7062 -0.6930 0.228
H -1.16404 0.90690 -1.45993 -0.7129 -0.1421 0.4653 0.228
H -1.67290 1.57678 0.11610 0.8626 0.1044 0.2998 0.229
H -0.78360 -1.83869 1.72377 1.9962 -2.4366 0.3121 0.226
H -2.24186 -1.20798 1.70822 0.1476 1.0794 -0.7038 0.225
H -0.84856 -0.24228 2.26927 0.1801 0.8411 0.9361 0.219
```
Positions in Å, forces in eV/Å.

Output
E_HOMO, eV: -8.8848
Orbital gap, eV: 9.93

***

Entry 3:
ORCA calculation (wB97M-V/def2-TZVPD) on a structure of composition C4H9FN2 in a non-equilibrium geometry.

Geometry as XYZ:
```
16
Properties=species:S:1:pos:R:3:forces:R:3:nbo_charge:R:1
C 0.77274 -2.02252 0.15729 -0.4287 1.6911 -0.1335 -0.686
C -1.52749 -0.88187 -0.31592 2.3111 -1.5398 1.4353 -0.718
C 0.55131 2.78662 -0.32942 2.9587 2.7459 1.3682 -0.472
C -0.26744 -1.03678 0.56662 0.7074 2.5697 -0.1905 0.541
N 0.06205 1.48576 -0.08533 -2.1270 -0.9586 -0.6239 -0.209
N 0.73470 0.61824 0.37663 -0.1800 -2.3460 0.7327 -0.138
F -0.54047 -1.10274 1.91743 0.0092 0.1959 -0.7291 -0.363
H 1.32760 -1.56670 -0.64792 0.3275 -0.0580 -0.3408 0.232
H 0.27137 -2.86423 -0.18534 -0.7371 -1.8676 -0.7768 0.213
H 1.41946 -2.29425 0.94006 0.8607 -0.1278 1.0630 0.234
H -1.15888 -1.42479 -1.26659 -1.3371 1.4603 1.0283 0.225
H -1.63644 0.23099 -0.28099 -0.7266 -0.8433 -0.8472 0.262
H -2.28379 -1.50337 0.25113 0.3593 0.9807 -1.0351 0.238
H 0.32574 3.23246 -1.29867 -1.1745 -0.2931 0.2716 0.222
H 1.68134 2.89942 -0.37809 -0.8173 -0.7492 0.5253 0.189
H 0.26820 3.44376 0.57910 -0.0055 -0.8602 -1.7476 0.230
```
Positions in Å, forces in eV/Å.

Output
E_HOMO, eV: -7.9408
Orbital gap, eV: 8.97

***

Entry 4:
ORCA calculation (wB97M-V/def2-TZVPD) on an isolated molecule of C4H9FN2S in a non-equilibrium geometry.

Geometry as XYZ:
```
17
Properties=species:S:1:pos:R:3:forces:R:3:nbo_charge:R:1
C -0.74608 1.56900 0.17526 -0.3087 1.6258 1.4159 -0.639
C -0.53610 0.11366 0.41927 -1.1376 -0.7133 1.1950 -0.073
C -1.49689 -0.73788 -0.42360 0.3014 0.6826 0.2250 0.052
F -2.78594 -0.23140 -0.37814 -0.0020 0.2202 -0.0719 -0.366
N 0.81582 -0.33564 0.14495 -0.2614 -0.5178 -0.6817 -0.261
N 0.90291 -1.79666 0.28424 1.6182 1.9584 0.7073 -0.644
C 1.82393 0.48618 -0.26174 -0.1243 -2.0063 1.0587 -0.086
S 3.41004 0.08497 -0.23894 0.0569 -0.1150 -0.3332 -0.158
H -0.53259 1.86807 -0.83763 -0.2118 0.0513 -0.5243 0.211
H -1.77543 1.89593 0.47771 0.8405 -0.5531 -0.5480 0.250
H -0.07665 2.17660 0.82684 -0.3046 -0.4144 -0.3748 0.222
H -0.78941 -0.12023 1.50420 0.5236 0.3161 -1.0450 0.201
H -1.10781 -0.68139 -1.44019 -0.3449 -0.3414 -0.2850 0.155
H -1.54697 -1.72506 -0.00997 0.1201 -0.6062 -0.2319 0.191
H 1.72641 -1.88690 0.91579 -0.6230 -0.3909 -0.5843 0.378
H 1.21968 -2.13674 -0.62600 0.1008 0.0444 0.1593 0.364
H 1.49508 1.45749 -0.53206 -0.2431 0.7598 -0.0811 0.202
```
Positions in Å, forces in eV/Å.

Output
E_HOMO, eV: -8.6832
Orbital gap, eV: 9.31

***

Please write out number 2 again, unchanged.
ORCA calculation (wB97M-V/def2-TZVPD) on an isolated molecule of C4H9FN2 in a non-equilibrium geometry.

Geometry as XYZ:
```
16
Properties=species:S:1:pos:R:3:forces:R:3:nbo_charge:R:1
C 2.80658 -0.34238 -0.21917 0.2342 2.4712 -1.5993 -0.453
N 1.45739 -0.78848 -0.32426 -0.8047 -1.7453 -0.8045 -0.117
N 0.61940 -0.05212 0.14459 0.3953 1.9865 1.5560 -0.194
C -0.77022 -0.44046 0.13885 -0.5289 -1.5594 -0.0595 0.440
C -1.60494 0.66398 -0.46984 0.3195 0.4657 -0.2691 -0.642
C -1.18450 -0.92118 1.53455 -1.5575 1.3109 -0.7434 -0.638
F -0.87446 -1.58318 -0.65910 -0.6304 0.0374 -0.4724 -0.370
H 3.49567 -1.12096 -0.20652 0.8373 -1.7860 -0.2101 0.206
H 2.98429 0.21906 0.67062 -0.0708 0.8581 0.6038 0.198
H 3.06277 0.28563 -1.15052 -0.4503 -0.7793 1.3822 0.216
H -2.65369 0.40840 -0.46620 -0.2172 -0.7062 -0.6930 0.228
H -1.16404 0.90690 -1.45993 -0.7129 -0.1421 0.4653 0.228
H -1.67290 1.57678 0.11610 0.8626 0.1044 0.2998 0.229
H -0.78360 -1.83869 1.72377 1.9962 -2.4366 0.3121 0.226
H -2.24186 -1.20798 1.70822 0.1476 1.0794 -0.7038 0.225
H -0.84856 -0.24228 2.26927 0.1801 0.8411 0.9361 0.219
```
Positions in Å, forces in eV/Å.

Output
E_HOMO, eV: -8.8848
Orbital gap, eV: 9.93

***

> Number 1 is which compound?

C4H9FN